{
  "formula": "BrCuMg",
  "method": "the ωB97M-V functional and the def2-TZVPD basis",
  "elements": ["Cu", "Mg", "Br"],
  "positions_angstrom": [[-15.7380, 6.2808, -3.3738], [-17.8577, 2.3865, -4.7347], [-15.8754, 3.7943, -4.8816]],
  "forces_ev_per_angstrom": [[-0.044, -1.082, -0.664], [-0.336, -0.259, 0.012], [0.380, 1.341, 0.652]],
  "orbital_gap_ev": [4.821, 8.386],
  "multiplicity": 2,
  "total_charge": 1,
  "homo_ev": [-11.065, -14.680]
}

{
  "formula": "BrFH2NPS",
  "method": "the ωB97M-V functional and the def2-TZVPD basis",
  "elements": ["N", "F", "P", "S", "Br", "H", "H"],
  "positions_angstrom": [[0.7227, -0.5357, 0.0129], [0.0720, 1.0439, 1.5722], [-0.1478, 0.8636, -0.0754], [0.7909, 2.3503, -0.9782], [-3.0529, -1.7236, -0.4769], [1.3460, -0.9393, -0.6743], [0.2691, -1.0591, 0.6196]],
  "forces_ev_per_angstrom": [[2.295, 2.639, -3.994], [-1.211, 0.404, -1.187], [1.971, 1.427, 1.661], [-0.759, -0.766, 0.040], [0.132, 0.152, 0.025], [-0.479, 0.086, 0.098], [-1.948, -3.942, 3.356]],
  "orbital_gap_ev": [7.057, 5.510],
  "de_lowest_ev": 2.501,
  "homo_ev": [-9.793, -9.436]
}

{
  "formula": "BrFHP",
  "method": "the ωB97M-V functional and the def2-TZVPD basis",
  "elements": ["F", "P", "Br", "H"],
  "positions_angstrom": [[-0.1790, -1.5380, -0.5120], [0.0247, -0.3704, 0.6765], [1.6102, 0.9987, -0.0500], [-1.4560, 0.9098, -0.1145]],
  "forces_ev_per_angstrom": [[0.608, 1.705, 1.475], [-2.787, 0.842, -2.795], [-0.024, -0.438, -0.063], [2.203, -2.109, 1.382]],
  "orbital_gap_ev": 8.916,
  "de_lowest_ev": 1.944,
  "homo_ev": -9.662
}

{
  "formula": "BrH13O6",
  "method": "the ωB97M-V functional and the def2-TZVPD basis",
  "elements": ["O", "H", "H", "H", "Br", "O", "H", "H", "O", "H", "H", "O", "H", "H", "O", "H", "H", "O", "H", "H"],
  "positions_angstrom": [[0.4298, -3.2337, -1.1598], [-0.3890, -3.6437, -1.6996], [1.2224, -2.9817, -1.7936], [0.1117, -2.3879, -0.8498], [-0.0565, -0.0605, 0.2644], [-0.3429, 3.2596, -0.0647], [-0.1639, 2.3231, -0.0132], [0.0787, 3.5077, -0.9069], [2.9801, 0.9651, 0.7291], [2.8148, 1.4061, 1.5656], [2.2222, 0.5019, 0.4552], [-1.5249, 0.9230, -2.7552], [-0.6645, 1.1134, -3.2986], [-1.3418, 0.8715, -1.8438], [-3.3785, -0.2266, 1.0908], [-2.4646, -0.1944, 0.7413], [-3.8724, 0.5246, 0.6184], [1.2133, -1.0797, 3.1483], [0.9658, -0.3290, 2.5219], [2.1603, -1.2588, 3.2503]],
  "forces_ev_per_angstrom": [[0.078, -2.065, -3.701], [2.477, 1.028, 1.295], [-1.932, -0.793, 1.341], [-0.756, 2.795, 1.633], [-0.127, -0.999, -0.703], [0.235, 0.772, -0.756], [0.048, -0.643, 0.240], [-0.290, 0.022, 0.538], [2.435, 0.961, 0.352], [-0.341, -0.106, -0.101], [-1.846, -0.736, -0.232], [1.461, 0.468, -4.003], [-2.420, -0.518, 2.154], [0.992, -0.013, 1.803], [-0.819, 1.530, -1.266], [-0.516, 0.156, 0.251], [1.285, -1.697, 1.055], [-0.675, 0.651, -0.384], [1.148, -1.588, 1.054], [-0.435, 0.774, -0.570]],
  "orbital_gap_ev": 7.333,
  "de_lowest_ev": 0.864,
  "homo_ev": -9.595
}